# 1
Formula: C51H51AsF2IrN5OPS2
Source: the Open Molecules 2025 dataset
Level of theory: the ωB97M-V functional and the def2-TZVPD basis

spin multiplicity = 2
HOMO (spin up / spin down) = -0.22486 / -0.24548 hartree
expectation value of S² = 1.22
HOMO-LUMO gap (spin up / spin down) = 0.1815 / 0.1975 Ha
net charge = 0

Cartesian coordinates (Å):
1 Ir -0.769 0.678 0.470
2 S -2.226 2.018 1.844
3 C -3.131 1.028 2.954
4 C -3.338 1.527 4.240
5 C -4.113 0.828 5.138
6 C -4.749 -0.340 4.743
7 C -4.555 -0.831 3.463
8 C -3.704 -0.193 2.573
9 As -3.237 -0.941 0.839
10 C -2.472 -2.692 1.215
11 C -1.608 -3.215 0.255
12 C -1.000 -4.443 0.448
13 C -1.255 -5.162 1.603
14 C -2.095 -4.637 2.570
15 C -2.695 -3.403 2.384
16 C -5.048 -1.526 0.354
17 C -6.076 -0.586 0.377
18 C -7.369 -0.951 0.053
19 C -7.644 -2.257 -0.322
20 C -6.621 -3.188 -0.389
21 C -5.326 -2.821 -0.065
22 H -2.882 2.465 4.520
23 H -4.229 1.201 6.144
24 H -5.388 -0.863 5.439
25 H -5.080 -1.722 3.140
26 H -1.386 -2.642 -0.641
27 H -0.310 -4.828 -0.288
28 H -0.777 -6.118 1.763
29 H -2.274 -5.183 3.486
30 H -3.324 -2.986 3.161
31 H -5.854 0.437 0.671
32 H -8.162 -0.218 0.096
33 H -8.654 -2.549 -0.566
34 H -6.833 -4.206 -0.688
35 H -4.525 -3.551 -0.120
36 C 0.766 -0.228 -0.498
37 C 1.666 -0.895 -0.996
38 C 2.606 -1.747 -1.562
39 C 2.088 -2.714 -2.513
40 C 2.462 -4.062 -2.458
41 C 1.928 -4.971 -3.350
42 C 1.032 -4.560 -4.325
43 C 0.650 -3.227 -4.388
44 C 1.158 -2.318 -3.481
45 C 3.980 -1.676 -1.188
46 C 4.980 -2.325 -1.937
47 C 6.305 -2.206 -1.583
48 C 6.675 -1.429 -0.493
49 C 5.700 -0.772 0.247
50 C 4.373 -0.881 -0.094
51 H 3.156 -4.387 -1.695
52 H 2.207 -6.013 -3.282
53 H 0.633 -5.270 -5.035
54 H -0.047 -2.908 -5.153
55 H 0.882 -1.271 -3.528
56 H 4.705 -2.899 -2.811
57 H 7.064 -2.703 -2.171
58 H 7.714 -1.335 -0.219
59 H 5.994 -0.168 1.093
60 H 3.606 -0.375 0.476
61 C -2.054 0.331 -4.897
62 N -1.724 1.662 -4.422
63 C -2.950 2.423 -4.253
64 N -3.910 1.768 -3.376
65 C -4.181 0.429 -3.868
66 N -2.980 -0.375 -4.025
67 C -2.384 -0.711 -2.754
68 P -1.852 0.812 -1.794
69 C -0.940 1.628 -3.209
70 C -3.455 1.750 -2.006
71 H -1.134 -0.249 -4.999
72 H -2.524 0.426 -5.880
73 H -3.412 2.551 -5.235
74 H -2.710 3.411 -3.852
75 H -4.660 0.513 -4.847
76 H -4.866 -0.074 -3.177
77 H -1.505 -1.346 -2.912
78 H -3.115 -1.278 -2.159
79 H -0.011 1.077 -3.386
80 H -0.682 2.651 -2.917
81 H -3.316 2.780 -1.663
82 H -4.220 1.271 -1.379
83 C 4.379 2.486 4.204
84 C 3.043 3.204 4.028
85 C 2.111 2.462 3.064
86 N 2.726 2.321 1.770
87 C 2.212 2.610 0.560
88 S 0.543 2.925 0.301
89 N 3.065 2.738 -0.493
90 C 4.392 3.177 -0.475
91 O 5.150 2.801 -1.361
92 C 4.768 4.133 0.571
93 C 3.858 4.974 1.225
94 C 4.307 5.910 2.135
95 C 5.660 6.030 2.412
96 C 6.573 5.222 1.749
97 C 6.133 4.290 0.837
98 H 4.956 2.953 4.999
99 H 4.969 2.551 3.291
100 H 4.227 1.438 4.459
101 H 3.234 4.208 3.646
102 H 2.542 3.289 4.994
103 H 1.169 3.004 2.943
104 H 1.893 1.466 3.466
105 H 3.700 2.053 1.778
106 H 2.762 2.377 -1.390
107 H 2.802 4.909 1.008
108 H 3.597 6.553 2.636
109 H 6.003 6.758 3.131
110 H 7.629 5.326 1.946
111 H 6.820 3.650 0.306
112 F -1.020 -0.900 3.106
113 C -0.175 -0.824 2.019
114 F 1.032 -0.471 2.565
115 H -0.049 -1.861 1.668

Atoms 1-3, force components in eV/Å:
-1.092 -1.274 -0.344
0.569 0.282 -0.361
0.104 -0.139 -0.333

---

# 2
Formula: C27H23CdCl5IN2O2S
Source: the Open Molecules 2025 dataset
Level of theory: the ωB97M-V functional and the def2-TZVPD basis

spin multiplicity = 1
energy above the lowest of the compared OMol25 structures with the same formula, charge and spin = 0.0000 eV
HOMO = -0.37908 hartree
HOMO-LUMO gap = 0.2826 Ha
net charge = +1

Cartesian coordinates (Å):
1 Cd -0.794 -0.543 -0.953
2 C -1.452 -2.486 2.250
3 C -1.960 -2.622 0.840
4 C -2.785 -1.640 0.273
5 C -3.311 -1.808 -1.014
6 C -3.011 -2.947 -1.745
7 C -2.180 -3.913 -1.196
8 C -1.658 -3.750 0.078
9 H -1.718 -1.518 2.674
10 H -0.368 -2.605 2.299
11 H -1.888 -3.259 2.885
12 H -3.077 -0.779 0.864
13 H -3.965 -1.051 -1.426
14 H -3.405 -3.069 -2.745
15 H -1.933 -4.799 -1.767
16 H -1.014 -4.514 0.497
17 Cl 4.405 -2.754 -5.495
18 C 2.924 -2.330 -4.734
19 C 2.822 -2.326 -3.349
20 Cl 4.179 -2.744 -2.376
21 C 1.615 -1.991 -2.747
22 Cl 1.503 -2.011 -0.999
23 C 0.469 -1.630 -3.475
24 O -0.670 -1.295 -2.931
25 C 0.606 -1.655 -4.876
26 Cl -0.789 -1.254 -5.811
27 C 1.800 -1.996 -5.494
28 Cl 1.899 -2.014 -7.206
29 N -0.114 0.715 0.674
30 S 0.720 0.411 1.996
31 C -0.086 1.100 3.410
32 C -0.157 0.304 4.542
33 C -0.777 0.808 5.679
34 C -1.320 2.083 5.660
35 C -1.246 2.869 4.513
36 C -0.622 2.381 3.378
37 C 2.202 1.402 1.909
38 C 2.753 1.993 3.038
39 C 3.957 2.671 2.916
40 C 4.596 2.748 1.687
41 C 4.038 2.143 0.569
42 C 2.836 1.460 0.674
43 H -0.240 1.709 0.498
44 H 0.265 -0.694 4.537
45 H -0.837 0.201 6.572
46 H -1.808 2.471 6.545
47 H -1.670 3.864 4.508
48 H -0.553 2.993 2.487
49 H 2.255 1.940 3.997
50 H 4.394 3.142 3.786
51 H 5.533 3.281 1.600
52 H 4.542 2.197 -0.387
53 H 2.394 0.973 -0.186
54 N -3.009 3.069 -2.639
55 C -2.215 2.001 -2.512
56 O -2.306 1.250 -1.537
57 C -1.225 1.755 -3.617
58 I 0.747 2.003 -2.845
59 H -3.708 3.244 -1.936
60 H -2.970 3.665 -3.447
61 H -1.329 2.435 -4.456
62 H -1.280 0.716 -3.932

Atoms 1-3, force components in eV/Å:
-0.349 0.167 -0.078
-0.008 -0.001 0.011
0.060 0.044 -0.011

---

# 3
Formula: C5H8O2
Source: the Open Molecules 2025 dataset
Level of theory: the ωB97M-V functional and the def2-TZVPD basis

spin multiplicity = 1
SMILES string = C=C(C)O.C=C=O
energy above the lowest of the compared OMol25 structures with the same formula, charge and spin = 1.9488 eV
HOMO = -0.32387 hartree
HOMO-LUMO gap = 0.3518 Ha
net charge = 0

Cartesian coordinates (Å):
1 C 3.018 1.364 0.372
2 C -5.063 0.059 -0.148
3 C 2.538 -0.045 0.191
4 C -5.325 -1.176 -0.407
5 C 1.781 -0.451 -0.818
6 O -4.830 1.173 0.084
7 O 2.930 -0.936 1.154
8 H 3.468 -0.485 1.814
9 H 2.650 1.771 1.315
10 H 4.109 1.393 0.390
11 H 2.667 1.994 -0.438
12 H -4.541 -1.879 -0.604
13 H -6.335 -1.536 -0.428
14 H 1.463 0.229 -1.583
15 H 1.468 -1.476 -0.894

Atoms 1-3, force components in eV/Å:
-0.026 -0.214 0.052
0.312 1.508 0.308
0.008 0.234 -0.084

---

# 4
Formula: C2H6N2O2
Source: the Open Molecules 2025 dataset
Level of theory: the ωB97M-V functional and the def2-TZVPD basis

spin multiplicity = 1
energy above the lowest of the compared OMol25 structures with the same formula, charge and spin = 5.8512 eV
HOMO (spin up / spin down) = -0.29995 / -0.29423 hartree
HOMO-LUMO gap (spin up / spin down) = 0.3324 / 0.3224 Ha
net charge = 0

Cartesian coordinates (Å):
1 C -1.650 0.920 0.122
2 C 1.561 -0.975 -0.075
3 N -0.626 -0.092 0.154
4 N 0.664 0.168 -0.187
5 O -0.943 -1.260 0.487
6 O 1.018 1.259 -0.491
7 H -1.483 1.390 -0.904
8 H -1.607 1.662 0.973
9 H -2.584 0.381 0.078
10 H 2.272 -0.799 0.672
11 H 2.038 -0.900 -1.018
12 H 1.043 -1.938 0.112

Atoms 1-3, force components in eV/Å:
0.635 1.710 -1.758
-0.987 -0.850 -0.823
1.769 -0.573 0.383

---

# 5
Formula: C34H44CdGe2INO2S
Source: the Open Molecules 2025 dataset
Level of theory: the ωB97M-V functional and the def2-TZVPD basis

spin multiplicity = 1
energy above the lowest of the compared OMol25 structures with the same formula, charge and spin = 0.1002 eV
HOMO = -0.30057 hartree
HOMO-LUMO gap = 0.2918 Ha
net charge = 0

Cartesian coordinates (Å):
1 Cd 0.492 -1.157 0.162
2 C 2.455 4.428 -1.760
3 C 1.391 3.352 -1.966
4 Ge 0.534 2.839 -0.277
5 C 1.771 2.498 1.211
6 C 2.244 3.785 1.891
7 C -0.616 4.409 0.121
8 C -1.894 4.035 -0.085
9 Ge -1.786 2.069 -0.257
10 C -2.372 1.256 1.433
11 C -3.785 1.642 1.875
12 C -2.517 1.111 -1.812
13 C -3.957 1.420 -2.219
14 C -3.079 4.930 -0.069
15 C -4.360 4.412 -0.226
16 C -5.480 5.233 -0.214
17 C -5.336 6.600 -0.047
18 C -4.062 7.137 0.105
19 C -2.951 6.313 0.090
20 H 2.897 4.742 -2.708
21 H 3.271 4.069 -1.128
22 H 2.042 5.320 -1.284
23 H 1.813 2.483 -2.468
24 H 0.582 3.731 -2.596
25 H 2.622 1.912 0.861
26 H 1.241 1.880 1.943
27 H 2.773 4.439 1.197
28 H 2.921 3.573 2.721
29 H 1.401 4.352 2.290
30 H -0.345 5.439 0.350
31 H -1.653 1.554 2.202
32 H -2.300 0.173 1.329
33 H -3.890 2.720 2.008
34 H -4.043 1.168 2.825
35 H -4.536 1.328 1.146
36 H -2.420 0.049 -1.559
37 H -1.843 1.296 -2.651
38 H -4.661 1.200 -1.413
39 H -4.262 0.825 -3.083
40 H -4.085 2.470 -2.485
41 H -4.491 3.346 -0.357
42 H -6.465 4.799 -0.336
43 H -6.204 7.246 -0.037
44 H -3.938 8.205 0.231
45 H -1.968 6.750 0.203
46 I 5.367 -5.210 -0.990
47 C 3.340 -4.967 -0.638
48 C 2.474 -6.050 -0.599
49 C 1.132 -5.807 -0.362
50 C 0.708 -4.504 -0.162
51 N 1.544 -3.465 -0.196
52 C 2.833 -3.693 -0.436
53 H 2.842 -7.056 -0.754
54 H 0.418 -6.617 -0.327
55 H -0.332 -4.269 0.034
56 H 3.483 -2.829 -0.483
57 C -4.037 -3.956 1.725
58 C -3.835 -3.045 0.507
59 C -4.053 -3.844 -0.783
60 C -4.830 -1.877 0.568
61 C -2.468 -2.499 0.521
62 C -1.353 -2.026 0.503
63 H -5.062 -4.332 1.739
64 H -3.854 -3.413 2.652
65 H -3.358 -4.809 1.689
66 H -5.087 -4.190 -0.832
67 H -3.397 -4.715 -0.815
68 H -3.850 -3.229 -1.660
69 H -5.852 -2.261 0.581
70 H -4.717 -1.225 -0.298
71 H -4.672 -1.280 1.467
72 O 8.614 0.348 0.221
73 C 7.559 0.135 1.041
74 O 7.738 0.008 2.219
75 C 6.204 0.079 0.409
76 C 5.928 0.497 -0.890
77 C 4.648 0.411 -1.407
78 C 3.602 -0.110 -0.641
79 S 2.013 -0.195 -1.399
80 C 3.882 -0.500 0.670
81 C 5.159 -0.407 1.189
82 H 8.325 0.356 -0.697
83 H 6.695 0.932 -1.522
84 H 4.452 0.752 -2.415
85 H 3.089 -0.878 1.308
86 H 5.367 -0.709 2.207

Atoms 1-3, force components in eV/Å:
-0.044 -0.520 -0.571
0.055 0.029 -0.013
0.080 -0.104 -0.122

---

# 6
Formula: C4H5NO
Source: the Open Molecules 2025 dataset
Level of theory: the ωB97M-V functional and the def2-TZVPD basis

spin multiplicity = 3
energy above the lowest of the compared OMol25 structures with the same formula, charge and spin = 2.2594 eV
HOMO (spin up / spin down) = -0.24826 / -0.36123 hartree
expectation value of S² = 2.01
HOMO-LUMO gap (spin up / spin down) = 0.2769 / 0.2930 Ha
net charge = 0

Cartesian coordinates (Å):
1 C -0.573 -0.229 -0.533
2 C -1.550 -0.887 -0.907
3 C 0.493 0.510 -0.177
4 C 0.982 0.476 1.231
5 N -2.733 -1.992 -1.105
6 O 1.325 1.228 -0.907
7 H 0.249 -0.125 1.733
8 H 2.027 0.232 1.405
9 H 0.800 1.528 1.678
10 H -3.094 -2.045 -2.041
11 H 2.075 1.305 -0.377

Atoms 1-3, force components in eV/Å:
-2.908 -1.872 -2.267
-2.524 -2.273 -0.527
1.787 -0.002 2.982